[1]
C24H27CeNOSi as an isolated structure at a distorted geometry. Source: OMol25; level of theory: ωB97M-V with the def2-TZVPD basis set.

Each line ends with the Mulliken charge.
Element x y z (Å)
H 2.908 -1.139 3.468  0.43
C -0.856 -1.403 6.240  -0.86
H -1.597 -1.352 7.040  0.41
Ce -0.287 0.388 1.198  0.87
C 0.337 2.165 3.297  -0.40
C 3.237 0.725 -4.191  -0.61
H 1.801 -2.395 -4.608  0.40
C 0.349 -2.092 6.411  -0.33
H -4.793 2.099 -2.690  0.39
H 4.070 1.344 -4.541  0.41
C -0.287 -4.377 -1.055  -0.74
C 1.203 0.536 -2.912  0.25
C 1.977 -1.570 3.095  -0.64
C -2.727 1.632 -2.338  -0.24
C 0.990 -0.766 -3.434  0.01
H 1.763 2.540 1.568  0.54
H 0.606 -5.026 -0.963  0.30
H -2.620 2.602 1.761  0.53
C 1.953 -1.363 -4.246  -0.77
H 1.001 1.888 4.124  0.47
H 0.338 -0.469 -0.612  0.11
H -2.906 1.598 -1.257  0.08
C -3.811 1.963 -3.151  -0.78
H 2.239 -2.586 5.392  0.44
H 2.351 2.378 -3.127  0.42
H -1.696 2.027 4.244  0.69
O 1.592 -0.837 1.907  -0.33
H -0.494 3.231 0.203  0.82
H -0.028 -3.442 -0.525  -0.10
H 2.332 -0.767 1.272  0.30
H -1.230 -4.846 -0.693  0.29
C -1.578 2.548 2.066  -0.74
C -1.445 1.347 -2.878  0.74
N -0.242 -0.828 3.961  0.09
C -1.106 -0.782 5.013  -0.30
H -0.405 -4.123 -2.067  0.26
C -1.277 1.572 -4.276  -0.14
C -1.087 2.186 3.352  -0.36
H -0.309 1.508 -4.780  0.31
C 2.279 1.315 -3.363  -0.31
C -0.456 2.836 1.214  -0.40
C 0.910 -1.491 4.159  0.61
H 3.839 -1.089 -5.222  0.41
C -2.363 1.904 -5.098  -0.74
H 0.077 -1.356 -3.236  0.39
C -3.623 2.091 -4.530  -0.35
H 0.592 -2.581 7.349  0.45
Si -0.063 0.879 -1.610  0.16
H -4.470 2.365 -5.146  0.40
C 1.247 -2.130 5.355  -0.83
H -2.035 -0.228 4.873  0.48
C 3.090 -0.609 -4.598  -0.42
H -2.219 1.997 -6.177  0.39
H 2.178 -2.597 2.777  0.43
C 0.749 2.580 1.984  -0.88

Results
HOMO level (spin up / spin down)	-14.1 / -14.1	eV
total charge	+2
2S+1	1
maximum force	2.561	eV/A
LUMO level (spin up / spin down)	-7.762 / -7.768	eV

---

[2]
C24H27ClIO2P2Y as an isolated structure at a distorted geometry. Source: OMol25; level of theory: ωB97M-V with the def2-TZVPD basis set.

Each line ends with the Mulliken charge.
Element x y z (Å)
H 4.278 -0.764 -0.255  0.47
C 0.377 2.351 2.197  -0.88
C -4.129 1.483 -2.191  -0.60
P 1.355 -3.833 -0.116  0.93
H 1.011 -6.047 0.803  0.44
C -2.397 1.469 -0.495  0.77
C -2.826 1.175 -1.806  -0.73
C 1.348 4.376 -2.587  -0.60
O -0.106 -1.412 -2.469  -0.20
C 0.489 2.539 3.574  -0.63
C 0.510 4.698 -1.511  -0.81
H 1.406 -3.954 -2.528  0.35
H 0.306 5.747 -1.281  0.41
H -2.086 -0.061 2.235  0.69
C 0.208 2.344 -0.984  0.58
C -1.210 0.874 3.991  -0.82
C -0.541 1.416 1.704  -0.04
H 1.219 -5.566 -1.755  0.47
C -0.075 3.693 -0.722  -0.43
C 3.066 -4.467 -0.035  -1.46
H -0.180 1.956 5.549  0.45
H 0.595 -4.777 1.996  0.38
C 0.520 -5.079 0.947  -1.07
Cl 1.410 -2.212 3.278  -0.47
P -0.662 1.032 -0.092  1.76
H 1.345 0.972 -2.232  0.15
H -2.920 2.403 1.398  0.33
I -2.017 -2.845 -0.227  -0.05
H 3.655 -4.084 -0.873  0.41
C -4.573 2.408 -0.009  -0.64
H -5.250 2.874 0.704  0.44
H -6.041 2.305 -1.590  0.41
C 0.128 -1.263 -1.340  0.10
H 2.297 2.767 -3.657  0.45
C -1.354 0.663 2.612  -0.23
C -3.261 2.129 0.389  -0.18
C -0.286 1.801 4.475  -0.66
H -0.742 3.967 0.084  0.56
H -0.178 -4.454 -1.883  0.37
H 0.980 2.937 1.504  0.51
C 1.634 3.026 -2.835  -0.60
C 3.315 -1.117 0.150  -1.29
H 1.779 5.163 -3.214  0.42
C 0.903 -4.516 -1.738  -1.25
O 2.658 -1.656 -2.133  -0.18
H 3.546 -1.843 0.940  0.30
H -4.458 1.235 -3.192  0.44
H -0.544 -5.147 0.680  0.35
H -1.812 0.296 4.681  0.49
H 2.844 -0.253 0.665  0.33
H 3.531 -4.157 0.901  0.37
H -2.140 0.683 -2.502  0.37
H 3.020 -5.557 -0.082  0.53
C 2.469 -1.735 -0.957  0.60
H 1.190 3.285 3.955  0.46
C 1.087 2.020 -2.039  -0.26
C -5.015 2.088 -1.288  -0.59
Y 0.322 -1.377 1.202  0.60

Results
HOMO level (spin up / spin down)	-14.2 / -14.2	eV
total charge	+2
2S+1	1
maximum force	4.619	eV/A
LUMO level (spin up / spin down)	-9.172 / -9.170	eV

---

[3]
C24H27ClKN4O2S2 as an isolated structure at a distorted geometry. Source: OMol25; level of theory: ωB97M-V with the def2-TZVPD basis set.

Each line ends with the Mulliken charge.
Element x y z (Å)
H 1.475 -2.818 -1.481  0.54
C -3.706 1.024 3.025  -0.68
H -3.258 -0.327 -1.691  0.51
C -0.340 -3.932 -1.119  0.72
H 2.704 3.124 5.075  0.40
C -1.104 -4.987 0.912  -0.73
K 3.678 1.628 -0.737  0.60
C -3.453 1.477 0.668  0.68
C -1.869 -5.884 0.171  -0.37
H -1.249 -0.592 -3.085  0.29
H 0.431 -3.007 -2.892  0.43
C -4.828 1.365 0.514  -0.37
H -1.826 -2.182 -2.558  0.43
H -2.507 -1.261 -0.393  0.27
C 3.870 3.783 2.132  -0.44
N -0.130 -1.524 -1.554  0.28
H -1.818 1.388 2.055  0.42
C -1.865 -5.806 -1.214  -0.61
Cl 2.748 0.779 -3.288  -0.27
H -2.453 -6.502 -1.799  0.36
N 3.510 4.187 3.381  -0.05
C -0.345 -4.018 0.274  -0.13
N 3.677 2.500 1.974  0.01
H 0.255 -3.318 0.848  0.39
H 7.162 0.465 -0.316  0.19
C 0.403 -0.649 -0.670  -0.16
H -1.946 2.639 -0.334  0.47
H -5.717 0.702 3.716  0.37
H 3.563 5.121 3.741  0.17
H -1.098 -5.046 1.994  0.40
C -2.558 1.762 -0.516  -1.63
C -1.105 -4.831 -1.852  -0.27
H 1.392 2.685 -2.906  0.03
C -1.395 -1.243 -2.218  -0.87
C -2.306 -0.584 -1.228  -0.63
H -6.717 1.007 1.473  0.36
H 6.063 -0.888 0.287  0.13
H -2.462 -6.639 0.672  0.37
C 3.354 3.561 -3.159  0.67
H 2.007 2.638 -4.572  0.36
H -5.267 1.497 -0.470  0.33
H 6.190 0.683 1.240  0.15
H -3.262 0.891 4.005  0.39
S 0.432 1.990 0.132  -0.28
O 4.084 3.299 -2.170  -0.65
C 2.268 2.507 -3.530  -0.28
C 0.444 -2.841 -1.813  -1.72
C 3.050 3.075 4.056  -0.40
C -2.894 1.302 1.935  -0.11
H -3.165 1.937 -1.407  0.47
H -1.098 -4.777 -2.936  0.37
O 3.307 4.569 -3.880  -0.72
S 1.802 -0.942 0.156  -0.09
C -5.645 1.091 1.607  -0.58
C 3.162 2.047 3.169  -0.51
C -5.085 0.919 2.864  -0.37
H 4.267 4.457 1.385  0.42
H 2.905 1.007 3.307  0.38
N -1.662 0.647 -0.783  0.16
C 6.278 0.187 0.267  -0.98
C -0.348 0.656 -0.463  0.41

Results
HOMO level (spin up / spin down)	-1.4 / -1.4	eV
total charge	-1
2S+1	1
energy above the lowest of the compared OMol25 structures with the same formula, charge and spin	254.5	kJ/mol
maximum force	2.538	eV/A
LUMO level (spin up / spin down)	1.447 / 1.446	eV

---

[4]
One molecule with the formula C24H27ClN4O2 at a distorted geometry. Source: OMol25; level of theory: ωB97M-V with the def2-TZVPD basis set.

Each line ends with the Mulliken charge.
Element x y z (Å)
H 1.625 -1.369 0.398  0.51
O 0.764 1.299 -2.237  -0.74
C 4.391 0.298 -1.542  -1.12
N -0.162 -1.670 -0.526  -0.87
H 5.555 -3.377 2.189  0.39
H 3.300 -2.391 2.078  0.44
H 0.457 3.031 3.278  0.29
H 5.260 0.925 -1.745  0.47
H 1.784 4.029 2.626  0.37
C 4.060 -2.083 1.375  -0.73
H -1.232 -4.074 0.352  0.48
C 0.369 3.387 0.541  -1.27
O 1.117 2.523 1.370  0.03
C 2.353 -0.555 0.400  -0.64
H 2.208 0.040 1.316  0.05
C 6.294 -2.239 0.530  -0.57
C -1.932 4.270 -0.115  -1.15
C 3.744 -1.131 0.412  0.78
H -4.219 -0.201 -0.426  0.45
H 2.885 1.830 -1.876  0.58
H 7.284 -2.668 0.571  0.38
H 2.089 2.343 3.119  0.28
C -3.258 -3.379 0.406  -0.28
C -3.615 -1.079 -0.263  0.02
C -0.223 -0.378 -0.932  1.52
N -2.285 -0.975 -0.494  0.15
H -1.159 4.048 1.904  0.61
C 3.216 1.156 -1.084  -1.10
N -2.717 2.006 -0.064  -0.07
H -3.607 3.462 -1.302  0.47
C 5.325 -2.636 1.437  -0.62
Cl -5.799 -2.429 0.481  -0.22
C 1.364 3.016 2.663  -0.94
H 6.742 -0.975 -1.135  0.43
H -1.371 4.352 -1.047  0.36
C -1.537 0.071 -0.937  -0.39
H 0.447 2.948 -0.456  0.21
C -3.163 3.368 -0.312  -0.77
C -1.402 -2.034 -0.266  0.18
H -3.924 3.606 0.439  0.38
H -1.309 2.012 -1.696  0.48
H -2.905 1.293 -1.999  0.54
N 2.109 0.292 -0.741  0.37
H -3.686 -4.304 0.754  0.46
C -1.916 -3.258 0.187  -1.03
H 3.493 1.742 -0.200  0.32
H -2.401 2.102 1.975  0.17
H -1.075 1.335 1.085  0.48
C -1.106 3.525 0.946  0.70
C -1.802 2.147 1.060  -0.98
C 4.719 -0.729 -0.496  0.76
C 0.927 0.456 -1.358  0.26
C -2.107 1.404 -1.254  -1.27
H 4.120 -0.210 -2.472  0.32
C -4.107 -2.270 0.181  -0.11
H -2.213 5.272 0.202  0.40
H 0.835 4.384 0.523  0.46
C 5.988 -1.291 -0.427  -0.70

Results
HOMO level	-8.3	eV
total charge	0
2S+1	1
energy above the lowest of the compared OMol25 structures with the same formula, charge and spin	11.4	kJ/mol
maximum force	1.040	eV/A
LUMO level	0.359	eV